Entry 1:
This record from the OMol25 dataset describes C29H38AsFIrN3O5Te2 as an isolated structure in a non-equilibrium geometry. The level of theory is ωB97M-V/def2-TZVPD.

Its HOMO-LUMO gap (alpha / beta) is 6.3 / 5.7 eV. The lowest unoccupied orbital energy (alpha / beta) is 2.35 / 1.68 eV. The calculation puts the total energy at -126381.5687 eV. The multiplicity is 2. As for the net charge: -1. As for the expectation value of S²: 0.863.

```
80
Properties=species:S:1:pos:R:3:forces:R:3
Ir -0.232504 0.078810 0.436615 0.4 -0.7 0.0
C -0.969541 -1.901261 3.407013 0.0 0.1 0.0
As -0.419294 -0.180679 2.708367 0.0 0.1 0.1
C 1.157515 0.121673 3.795409 0.0 0.1 -0.1
C -1.604556 1.127351 3.532892 0.0 -0.1 0.1
H -0.930958 -1.874786 4.496541 0.0 0.0 0.0
H -0.266360 -2.640514 3.025349 0.0 0.0 0.0
H -1.963067 -2.180299 3.076048 -0.1 0.0 -0.1
H 0.868367 0.153962 4.846160 0.0 0.0 0.0
H 1.602857 1.069109 3.495032 0.0 0.0 0.0
H 1.877292 -0.671803 3.615086 0.0 0.0 0.0
H -1.542298 1.066606 4.620819 0.0 0.0 0.0
H -2.633006 0.974792 3.213973 0.0 0.0 0.0
H -1.273254 2.109071 3.196999 0.0 0.0 0.0
C -3.618408 -1.069743 0.762086 0.0 0.0 -0.2
C -2.428260 -1.987913 0.459195 -0.2 -0.7 0.2
O -2.611676 -3.211842 0.520392 0.1 0.1 0.1
N -1.309711 -1.389375 0.040872 -0.6 0.9 -0.1
Te 0.351441 -3.265751 -1.393874 0.2 0.0 -0.1
C 1.682629 -4.539704 -2.501222 -0.1 -0.2 -0.3
C 2.960372 -4.872770 -2.028175 -0.1 0.1 0.1
C 3.521024 -4.362663 -0.719228 0.0 0.0 -0.1
C 3.790799 -5.688045 -2.797576 0.0 0.0 0.0
C 3.396222 -6.187617 -4.027315 0.1 0.0 0.0
C 4.308080 -7.064584 -4.847481 0.0 0.0 0.0
C 2.122230 -5.869629 -4.478424 -0.1 0.0 0.0
C 1.256840 -5.069592 -3.739456 0.0 0.0 0.0
C -0.108272 -4.785986 -4.318193 0.1 0.0 0.0
C 0.050242 -1.887932 -2.999500 0.0 0.0 -0.1
C -1.256706 -1.578012 -3.411426 0.0 -0.1 0.1
C -2.502037 -2.226128 -2.851546 0.1 0.2 0.0
C -1.443918 -0.660439 -4.446642 0.0 -0.1 0.0
C -0.383592 -0.067335 -5.106399 0.0 0.0 0.0
C -0.605096 0.915716 -6.227709 0.0 0.0 0.1
C 0.900513 -0.416703 -4.712878 0.0 0.0 0.0
C 1.143641 -1.316866 -3.682589 0.0 -0.1 0.1
C 2.581037 -1.682322 -3.416108 -0.1 0.0 0.0
H -4.527545 -1.658691 0.880032 0.0 0.0 0.0
H -3.740990 -0.335329 -0.035256 0.0 0.0 0.1
H -3.430651 -0.517431 1.682468 0.1 0.1 0.1
H 2.748901 -4.007611 -0.045146 0.0 0.0 0.1
H 4.202632 -3.525336 -0.896239 -0.1 0.0 0.0
H 4.089670 -5.147006 -0.215765 0.0 0.0 0.0
H 4.779149 -5.932837 -2.416505 0.0 0.0 0.0
H 5.286525 -7.163160 -4.376672 0.0 0.0 0.0
H 4.454254 -6.652814 -5.848399 0.0 0.0 0.0
H 3.888921 -8.066954 -4.965169 0.0 0.0 0.0
H 1.783529 -6.262363 -5.434229 0.0 0.0 0.0
H -0.342797 -5.494056 -5.115016 0.0 0.0 0.0
H -0.157831 -3.775943 -4.733239 0.0 -0.1 0.0
H -0.878240 -4.847587 -3.549586 -0.1 0.0 0.0
H -2.283196 -3.052771 -2.182329 0.0 0.0 0.0
H -3.130192 -2.587296 -3.670698 0.0 0.0 0.0
H -3.084391 -1.496503 -2.284022 0.0 0.0 0.0
H -2.461063 -0.429750 -4.753653 0.0 0.0 0.0
H -1.632901 0.879217 -6.589649 0.0 0.0 0.0
H 0.063358 0.716336 -7.067035 0.0 0.0 0.0
H -0.407807 1.939793 -5.900998 0.0 0.0 0.0
H 1.750991 0.011792 -5.236939 0.0 0.0 0.0
H 3.245478 -0.913258 -3.814630 0.0 0.0 0.0
H 2.834621 -2.634428 -3.889441 0.0 0.0 0.0
H 2.772598 -1.778384 -2.349164 0.0 0.0 0.1
Te 2.287414 -0.538575 0.366425 0.1 0.1 0.0
F -3.088612 3.530684 -4.811853 -0.1 0.0 -0.1
C -2.630153 4.135967 -3.708873 -0.1 0.0 -0.1
C -1.515797 3.713910 -3.114096 0.2 0.0 0.1
N -1.014056 4.324239 -1.985659 0.0 0.0 0.1
C 0.199684 3.786998 -1.364816 -0.1 0.0 0.0
C -0.033312 2.380828 -0.833181 0.1 0.1 0.1
O -0.593466 1.552721 -1.569116 0.1 -0.3 0.2
O 0.382346 2.110827 0.336768 -0.2 0.3 -0.2
C -1.674300 5.373530 -1.377223 0.1 0.0 0.0
O -1.292422 5.925772 -0.365908 0.0 0.0 0.0
N -2.824925 5.774515 -2.035157 0.1 -0.1 0.0
C -3.398791 5.250256 -3.191138 0.0 0.0 0.1
O -4.415818 5.712814 -3.656650 -0.1 0.0 -0.1
H -0.970206 2.848904 -3.460456 0.0 0.0 -0.1
H 0.514380 4.458564 -0.576544 -0.1 0.1 0.0
H 0.980314 3.725853 -2.124402 0.0 0.0 0.0
H -3.311789 6.544665 -1.604147 0.0 0.0 0.0
```
Forces are in eV/Å.


Entry 2:
This record from the OMol25 dataset describes C29H38CsN10O2S2 as an isolated structure in a non-equilibrium geometry. The level of theory is ωB97M-V/def2-TZVPD.

Its HOMO-LUMO gap is 8.9 eV. The lowest unoccupied orbital energy is -1.82 eV. The calculation puts the total energy at -71899.3993 eV. The multiplicity is 1. As for the net charge: +1.

```
82
Properties=species:S:1:pos:R:3:forces:R:3
Cs 1.318515 -0.349663 -0.024955 -0.6 1.0 -0.6
C 2.514591 2.829744 -5.592835 0.1 -0.1 0.0
N 2.505373 1.751036 -4.610225 -0.1 -0.1 -0.1
C 2.772948 1.811072 -3.305009 0.0 0.1 0.2
N 2.412445 0.691925 -2.701697 0.2 0.1 -0.3
C 1.909995 -0.037361 -3.733902 -0.1 -0.1 0.0
N 1.933414 0.562346 -4.898976 0.0 0.1 -0.1
C 1.622185 3.958316 -5.133926 -0.1 0.0 0.0
C 2.002756 5.288150 -5.255848 0.0 0.0 0.0
C 1.191004 6.297495 -4.753520 0.0 0.0 0.0
C 0.012417 5.988450 -4.093574 0.0 0.0 -0.1
C -0.371526 4.657931 -3.977679 -0.1 -0.2 0.1
C 0.419077 3.650175 -4.516063 0.1 0.1 0.0
C -1.523913 4.229149 -3.179246 0.3 0.3 -0.1
N -2.092614 3.078830 -3.194521 -0.2 0.0 0.2
N -2.961607 3.062236 -2.104168 0.2 -0.1 -0.2
C -2.834364 4.202717 -1.529050 -0.1 0.3 0.3
O -1.957809 5.024423 -2.165204 -0.1 -0.3 -0.1
C -3.348924 4.582953 -0.209746 0.0 -0.1 -0.1
C -3.593563 5.891771 0.187498 0.0 0.0 0.0
C -3.970354 6.138257 1.498536 0.0 0.0 0.0
C -4.062154 5.100497 2.418689 0.0 0.0 0.0
C -3.806868 3.794964 2.024879 0.0 0.0 -0.1
C -3.770472 2.644065 3.000064 0.0 -0.1 0.1
N -2.455723 2.014154 2.967354 0.2 0.2 0.1
C -2.009804 1.040013 2.170592 0.0 -0.1 -0.1
N -0.691654 0.964129 2.218173 -0.1 -0.1 0.1
C -0.379032 1.955223 3.094970 0.0 0.0 0.1
N -1.406521 2.621367 3.563669 -0.1 0.0 0.0
C -3.478480 3.545415 0.702465 0.0 0.0 0.0
H 2.154907 2.370488 -6.513849 0.0 0.1 0.0
H 3.537504 3.170921 -5.755459 0.0 0.0 0.0
H 3.200689 2.683375 -2.839443 0.0 0.0 0.0
H 1.506223 -1.030054 -3.621073 0.0 0.0 0.0
H 2.943703 5.541883 -5.727248 0.0 0.0 0.0
H 1.494708 7.330157 -4.853046 0.0 0.0 0.0
H -0.596921 6.771404 -3.664449 0.0 0.0 0.0
H 0.109466 2.620470 -4.393459 0.0 0.0 0.0
H -3.489137 6.707554 -0.514033 0.0 0.0 0.0
H -4.166479 7.151926 1.818585 0.0 0.0 0.0
H -4.309947 5.317081 3.449609 0.0 0.0 0.0
H -4.504799 1.876344 2.750208 0.0 0.0 0.0
H -3.946601 2.971870 4.023091 0.0 0.0 -0.1
H -2.667727 0.427558 1.576579 0.0 -0.1 0.0
H 0.627852 2.186097 3.400245 0.0 0.0 0.0
H -3.260403 2.542083 0.362231 0.0 0.0 0.0
C 0.835928 -6.024237 0.434802 0.0 -0.1 0.1
N 0.082716 -5.083822 -0.379798 0.0 0.1 0.0
C 0.644104 -4.870172 -1.700322 0.0 0.0 -0.1
C -0.765062 -4.178515 0.164018 0.0 0.1 0.0
S -1.004356 -2.648050 -0.504808 -0.1 -0.3 0.0
N -1.425884 -4.577256 1.281317 0.0 0.0 0.1
C -2.165482 -3.606422 2.072285 0.0 0.0 0.0
C -1.913006 -5.948025 1.416991 0.0 0.0 0.0
H 1.902023 -5.810842 0.321794 0.0 0.0 0.0
H 0.651712 -7.055216 0.128467 0.0 0.0 0.0
H 0.578150 -5.913912 1.484828 0.0 0.0 0.0
H 0.890330 -5.842621 -2.126774 0.0 0.0 0.0
H 1.556694 -4.265849 -1.649492 0.0 0.0 0.0
H -0.077774 -4.365043 -2.335838 0.0 0.0 0.0
H -1.614333 -2.671237 2.137402 0.0 0.0 0.0
H -2.305629 -4.022068 3.070671 0.0 0.0 0.0
H -3.142291 -3.393978 1.628272 0.0 0.0 0.0
H -1.709724 -6.508443 0.508256 0.0 0.0 0.0
H -2.993037 -5.914019 1.566226 0.0 0.0 0.0
H -1.462018 -6.466141 2.264908 0.0 0.0 0.0
C 4.451885 -5.091101 2.846752 0.0 0.0 0.0
C 4.295534 -3.597753 2.612606 0.1 0.1 0.1
S 2.698345 -3.175991 1.912510 0.1 0.2 -0.3
O 2.735518 -1.687051 1.641337 0.6 -1.1 0.9
C 1.630904 -3.408131 3.337227 -0.1 0.0 0.1
C 1.902161 -2.456518 4.489553 0.0 0.0 0.0
H 5.463946 -5.300716 3.189968 0.0 0.0 0.0
H 4.287507 -5.659863 1.931754 0.0 0.0 0.0
H 3.770360 -5.463989 3.610546 0.0 0.0 0.0
H 4.999049 -3.233400 1.862312 0.0 0.0 0.0
H 4.445276 -3.005857 3.515930 0.0 0.0 0.0
H 1.728899 -4.459071 3.615862 0.0 0.0 0.0
H 0.623108 -3.282245 2.931379 0.1 0.0 0.0
H 2.727525 -2.795858 5.113098 0.0 0.0 0.0
H 1.017419 -2.388925 5.120373 0.0 0.0 0.0
H 2.127128 -1.456599 4.120352 0.0 0.0 0.0
```
Forces are in eV/Å.


Entry 3:
This record from the OMol25 dataset describes C29H38HgN2O2P3 as an isolated structure in a non-equilibrium geometry. The level of theory is ωB97M-V/def2-TZVPD.

Its HOMO-LUMO gap (alpha / beta) is 5.0 / 4.7 eV. The lowest unoccupied orbital energy (alpha / beta) is -4.93 / -5.03 eV. The calculation puts the total energy at -69797.3494 eV. The multiplicity is 1. As for the net charge: +1.

```
75
Properties=species:S:1:pos:R:3:forces:R:3
Hg -0.027465 -0.310490 0.092602 -0.1 0.2 0.6
P -2.332567 0.424709 -0.678732 -0.4 -0.7 -0.6
C -2.138563 0.815652 -2.373645 0.5 -0.1 0.6
C -0.860059 1.262725 -2.822905 0.6 0.4 0.1
N 0.262027 0.977105 -2.087198 -0.3 -0.1 0.4
C 1.458105 1.440196 -2.440389 0.2 0.5 -0.9
C 1.646635 2.208706 -3.587931 0.9 -0.4 0.8
C 0.549925 2.489927 -4.379702 -0.8 0.1 -0.5
C -0.697935 2.022020 -4.007832 0.0 -0.2 0.0
C 2.682345 1.144672 -1.580985 -0.5 -0.1 0.2
P 2.419458 -0.306015 -0.502614 -0.1 -0.9 0.4
H -1.605685 2.215685 -4.569672 0.3 0.2 -0.2
H 2.663292 2.545258 -3.810905 -0.5 0.0 -0.1
H 0.671264 3.087932 -5.288265 -0.1 -0.2 0.3
H 3.567854 0.955690 -2.211809 -0.3 0.2 0.3
H 2.872430 2.007954 -0.923192 0.1 -0.2 -0.2
H -2.012401 -1.225406 -3.570568 0.1 -0.2 0.2
H -3.013585 1.009845 -3.003719 0.2 -0.3 0.4
H -0.971943 -2.999387 -2.677587 0.4 -0.1 1.3
O -1.875046 -2.188328 -3.650677 -0.7 0.3 -1.2
H -2.262385 -2.460703 -4.501146 0.2 0.2 0.5
H -0.167519 -1.978974 -0.444269 -0.3 1.3 -0.4
O -0.619545 -3.268699 -1.765085 0.3 -0.1 -0.5
H 0.329474 -3.434702 -1.854128 -0.3 -0.2 -0.2
C 2.785462 -1.778236 -1.530164 0.0 0.0 0.0
H 3.826212 -1.745344 -1.890563 -0.4 -0.1 0.1
H 2.624406 -2.688459 -0.929326 0.2 0.4 -0.1
H 2.092260 -1.822676 -2.383481 0.2 0.2 0.2
C 3.679458 -0.272573 0.814537 0.1 0.1 0.1
H 3.651147 -1.204817 1.401428 0.0 0.2 -0.4
H 4.686471 -0.124761 0.377702 -0.5 -0.1 0.2
H 3.443873 0.527749 1.535212 0.1 -0.1 -0.4
C -2.970958 1.773630 0.380461 0.5 0.1 0.5
H -3.971135 2.099663 0.048480 0.4 -0.4 -0.1
H -3.006032 1.450631 1.430460 0.0 -0.1 -0.3
H -2.280471 2.626966 0.356290 -0.1 -0.3 -0.1
C -3.467513 -0.985109 -0.493107 -0.1 0.2 0.1
H -3.666868 -1.149654 0.576168 -0.1 0.1 -0.4
H -4.407847 -0.750489 -1.015915 0.2 -0.1 0.2
H -3.003642 -1.885355 -0.920971 -0.1 0.3 0.0
N -0.124648 1.178441 1.661454 0.0 0.0 -0.1
P -0.165179 0.911236 3.207483 -0.2 -0.1 -0.5
C -1.556082 -0.038578 3.907815 0.0 -0.4 -0.3
C -1.897881 -0.077902 5.266982 -0.5 -0.5 -0.2
C -2.880113 -0.981695 5.698295 0.3 0.2 -0.3
C -3.466385 -1.870841 4.790679 0.0 0.0 -0.2
C -3.099032 -1.859790 3.440692 0.2 0.3 0.2
C -2.154423 -0.925328 3.005521 -0.3 -0.2 0.4
C 1.220576 -0.129949 3.792243 0.0 0.1 0.2
C 2.268336 0.357288 4.575680 0.1 -0.4 -0.1
C 3.326778 -0.490536 4.912943 -0.1 -0.2 0.0
C 3.347049 -1.814502 4.461718 0.0 0.3 -0.2
C 2.317300 -2.288472 3.640654 -0.1 0.2 0.2
C 1.230709 -1.462056 3.354218 0.5 0.1 -0.1
C -0.185867 2.438689 4.191352 0.2 0.6 -0.4
C 0.946358 3.262506 4.060876 -0.2 0.3 0.3
C 1.005218 4.501826 4.703979 -0.3 -0.3 0.1
C -0.083861 4.931244 5.476087 0.0 -0.2 -0.2
C -1.247046 4.152315 5.553217 0.4 -0.1 -0.2
C -1.306748 2.917161 4.897151 0.4 0.1 0.0
H -1.427255 0.594433 5.981634 0.0 -0.3 -0.1
H -3.173115 -0.991744 6.746715 0.0 -0.1 -0.2
H -4.216917 -2.584639 5.132049 0.2 0.2 0.0
H -3.517441 -2.571166 2.728223 0.0 0.1 0.3
H -1.841248 -0.893901 1.959653 -0.2 0.0 0.3
H 2.245461 1.382461 4.936994 0.1 -0.3 0.0
H 4.129362 -0.113727 5.543160 -0.1 -0.1 -0.1
H 4.160777 -2.479885 4.747709 -0.1 0.2 -0.1
H 2.350695 -3.301159 3.238302 -0.1 0.2 0.3
H 0.392035 -1.855011 2.779575 0.2 0.1 0.1
H 1.783193 2.933082 3.442733 -0.2 0.1 0.1
H 1.894827 5.123749 4.594854 -0.3 -0.1 0.1
H -0.026340 5.879684 6.009801 -0.1 -0.2 -0.2
H -2.107584 4.503883 6.127513 0.3 -0.1 -0.2
H -2.218941 2.321946 4.961588 0.3 0.3 -0.1
```
Forces are in eV/Å.


Question: Which of these has the highest multiplicity?
Answer: C29H38AsFIrN3O5Te2